Entry from the Open Molecules 2025 dataset: a molecular structure, C16H44BGaN2O8PS (wB97M-V/def2-TZVPD).

Properties
* molecular weight: 536.11 g/mol
* LUMO: 2.1 eV
* highest occupied orbital energy: -3.647 eV
* largest force on an atom: 4.1 eV/A
* energy: -109842.06301 eV
* Kohn-Sham gap: 5.78 eV

The geometry in ORCA input format:
```
! RIJCOSX wB97M-V def2-TZVPD def2/J DEFGRID3
* xyz -1 1
C -1.163 7.967 -1.196
P -2.326 7.180 -2.437
C -1.369 6.489 -3.893
Ga -3.745 5.608 -1.449
C -5.652 6.380 -1.254
B -6.249 6.896 -2.634
O -6.112 6.164 -3.835
O -6.977 8.122 -2.663
C -3.886 3.815 -2.459
S -3.162 2.471 -1.491
O -1.684 2.578 -1.666
O -3.694 1.160 -1.955
H -0.138 8.075 -1.573
H -1.520 8.989 -1.022
H -1.142 7.462 -0.223
H -2.013 6.525 -4.772
H -0.916 5.503 -3.730
H -0.528 7.173 -4.088
H -3.182 5.288 0.038
H -5.607 7.216 -0.538
H -6.346 5.645 -0.809
H -6.996 6.094 -4.176
H -7.473 8.118 -1.853
H -3.324 3.837 -3.394
H -4.940 3.593 -2.646
H -3.386 2.651 -0.144
C -0.797 -4.023 2.652
O -1.476 -4.232 1.431
C -2.674 -3.470 1.314
C -2.526 -2.471 0.180
N -1.560 -1.440 0.542
C -1.182 -0.564 -0.571
C -0.391 -1.196 -1.714
O 0.916 -1.633 -1.344
C 0.985 -2.962 -0.861
H 0.069 -4.685 2.666
H -0.444 -2.989 2.727
H -1.437 -4.263 3.507
H -2.928 -2.964 2.249
H -3.484 -4.166 1.078
H -3.493 -2.004 -0.025
H -2.213 -3.026 -0.714
H -0.724 -1.888 0.895
H -0.572 0.238 -0.148
H -2.075 -0.093 -0.975
H -0.242 -0.417 -2.465
H -0.942 -2.001 -2.213
H 0.243 -3.611 -1.334
H 0.868 -2.996 0.226
H 1.980 -3.351 -1.095
C 2.603 -3.064 3.680
O 2.826 -3.239 2.292
C 3.504 -2.139 1.686
C 4.852 -2.592 1.155
N 5.761 -2.907 2.253
C 6.997 -3.557 1.826
C 6.883 -4.964 1.237
O 6.457 -5.942 2.170
C 5.051 -6.108 2.261
H 2.024 -3.917 4.034
H 3.547 -3.030 4.233
H 2.030 -2.151 3.867
H 3.615 -1.301 2.379
H 2.890 -1.800 0.847
H 5.285 -1.794 0.546
H 4.680 -3.465 0.512
H 5.286 -3.517 2.905
H 7.644 -3.617 2.705
H 7.505 -2.911 1.104
H 7.888 -5.268 0.929
H 6.265 -4.992 0.333
H 4.553 -5.928 1.306
H 4.627 -5.456 3.029
H 4.856 -7.138 2.562
*
```